1.
A structure of composition C30H57N4O4P2PdSe2Si, computed with wB97M-V/def2-TZVPD.

Last column: Mulliken spin population.
Element x y z (Å)
Pd (0.224, -0.508, 0.018)  0.76
C (-1.168, -4.047, -0.787)  -0.01
Se (-1.158, -2.679, 0.594)  0.11
C (0.194, -3.507, 1.733)  0.00
C (0.167, -2.935, 3.141)  0.00
Se (0.227, -0.973, 3.206)  0.03
C (-1.615, -0.659, 3.738)  0.00
H (-0.174, -4.172, -1.204)  0.00
H (-1.856, -3.715, -1.560)  0.00
H (-1.528, -4.976, -0.350)  0.00
H (1.161, -3.338, 1.261)  0.01
H (-0.008, -4.579, 1.742)  0.00
H (1.023, -3.311, 3.702)  0.00
H (-0.735, -3.231, 3.675)  0.00
H (-1.814, -1.184, 4.669)  0.00
H (-2.291, -0.969, 2.947)  0.00
H (-1.718, 0.412, 3.895)  0.00
N (1.598, 1.318, 0.182)  0.45
C (2.502, 2.125, 0.868)  -0.08
C (2.700, 3.461, 0.511)  0.15
C (3.586, 4.235, 1.239)  -0.04
C (4.274, 3.687, 2.317)  0.08
C (4.060, 2.363, 2.679)  -0.05
C (3.169, 1.580, 1.965)  0.09
H (2.141, 3.884, -0.314)  0.05
H (3.738, 5.271, 0.969)  0.00
H (4.967, 4.296, 2.881)  0.00
H (4.583, 1.942, 3.527)  0.00
H (2.970, 0.555, 2.248)  0.00
O (-1.690, 0.505, 0.849)  0.03
P (-2.460, 1.709, 0.398)  -0.02
N (-2.334, 1.918, -1.239)  -0.01
C (-3.235, 2.904, -1.857)  0.02
C (-4.212, 2.061, -2.662)  0.00
C (-3.302, 0.974, -3.228)  0.00
C (-2.270, 0.727, -2.117)  0.04
N (-4.042, 1.535, 0.866)  0.01
C (-4.588, 0.203, 1.165)  0.00
C (-5.395, 0.373, 2.473)  0.00
C (-5.168, 1.829, 2.893)  0.00
C (-4.870, 2.516, 1.566)  0.00
N (-1.985, 3.162, 1.015)  0.01
C (-1.745, 3.241, 2.467)  0.00
C (-0.378, 3.903, 2.577)  -0.01
C (-0.401, 4.880, 1.407)  0.00
C (-1.088, 4.087, 0.296)  -0.08
H (-2.656, 3.566, -2.511)  0.00
H (-3.714, 3.520, -1.095)  0.00
H (-4.733, 2.630, -3.432)  0.00
H (-4.956, 1.629, -1.988)  0.00
H (-2.803, 1.336, -4.129)  0.00
H (-3.839, 0.065, -3.493)  0.00
H (-1.259, 0.611, -2.515)  0.04
H (-2.496, -0.178, -1.545)  -0.01
H (-3.770, -0.509, 1.263)  0.00
H (-5.238, -0.131, 0.352)  0.00
H (-5.080, -0.335, 3.238)  0.00
H (-6.454, 0.195, 2.286)  0.00
H (-4.297, 1.913, 3.545)  0.00
H (-6.024, 2.256, 3.414)  0.00
H (-4.358, 3.471, 1.647)  0.00
H (-5.797, 2.677, 1.005)  0.00
H (-1.770, 2.242, 2.907)  0.00
H (-2.515, 3.848, 2.953)  0.00
H (0.411, 3.158, 2.441)  0.00
H (-0.229, 4.389, 3.540)  0.00
H (0.591, 5.221, 1.112)  0.00
H (-0.992, 5.760, 1.666)  0.00
H (-0.368, 3.531, -0.308)  0.12
H (-1.659, 4.732, -0.375)  0.00
C (3.256, -3.519, -0.496)  0.01
O (2.083, -3.245, -1.264)  0.01
P (1.613, -1.706, -1.496)  0.24
O (2.877, -1.039, -2.248)  0.03
C (3.953, -0.404, -1.545)  0.03
O (0.620, -1.918, -2.716)  0.00
C (1.048, -2.525, -3.952)  0.00
H (4.141, -3.451, -1.129)  0.00
H (3.162, -4.532, -0.111)  0.00
H (3.352, -2.825, 0.346)  -0.01
H (4.514, 0.157, -2.288)  0.00
H (4.612, -1.144, -1.091)  0.00
H (3.576, 0.273, -0.782)  -0.02
H (0.145, -2.767, -4.505)  0.00
H (1.618, -3.432, -3.759)  0.00
H (1.650, -1.818, -4.519)  0.00
C (3.902, 3.507, -2.883)  0.07
Si (2.229, 2.869, -3.445)  -0.06
C (2.460, 1.621, -4.822)  0.06
C (1.134, 4.295, -3.958)  0.05
C (1.311, 1.952, -2.122)  0.68
C (0.949, 1.349, -0.925)  1.22
H (4.320, 4.084, -3.714)  0.00
H (4.605, 2.707, -2.651)  0.00
H (3.850, 4.166, -2.017)  -0.01
H (3.220, 1.968, -5.524)  0.00
H (1.532, 1.473, -5.376)  0.00
H (2.778, 0.654, -4.431)  -0.01
H (1.581, 4.824, -4.801)  0.00
H (1.000, 5.015, -3.150)  0.00
H (0.148, 3.945, -4.264)  -0.01

Results
* orbital gap (spin up / spin down): 7.1 / 6.7 eV
* relative energy (zero: lowest compared OMol25 entry of this formula, charge and spin): 15.3 kcal/mol
* E_HOMO (spin up / spin down): -8.756 / -10.408 eV
* LUMO level (spin up / spin down): -1.6 / -3.7 eV
* charge: +1
* 2S+1: 5

=====

2.
A structure of composition C30H58BrN3O14Si2, computed with wB97M-V/def2-TZVPD.

Last column: Löwdin charge in e.
Element x y z (Å)
C (5.181, -0.791, 1.925)  -0.04
C (4.903, -1.686, 0.759)  -0.27
C (5.340, -3.002, 0.721)  -0.04
C (5.045, -3.804, -0.377)  -0.02
C (4.305, -3.339, -1.454)  -0.15
C (3.997, -4.227, -2.630)  -0.35
C (3.014, -5.352, -2.241)  -0.04
C (5.290, -4.818, -3.203)  -0.07
C (3.870, -2.007, -1.409)  -0.21
O (3.161, -1.575, -2.496)  -0.13
C (2.674, -0.248, -2.494)  -0.24
Si (0.979, 0.000, -1.677)  0.16
Br (-0.040, -1.965, -1.770)  0.55
C (0.037, 1.264, -2.664)  -0.22
C (0.087, 2.663, -2.021)  -0.15
C (-1.209, 3.272, -1.571)  -0.50
N (-2.197, 2.457, -0.969)  0.15
O (-1.376, 4.459, -1.692)  0.08
O (1.194, 0.556, -0.130)  -0.22
Si (0.196, 0.495, 1.172)  0.26
C (0.327, 2.044, 2.154)  -0.11
C (1.785, 2.503, 2.334)  -0.40
O (1.917, 3.098, 3.614)  -0.02
C (2.163, 3.522, 1.226)  -0.21
N (3.121, 4.528, 1.646)  0.02
O (0.660, -0.736, 2.162)  -0.12
N (0.436, -2.110, 1.698)  -0.01
O (1.387, -2.742, 1.769)  0.12
O (-1.367, 0.250, 0.620)  -0.06
C (-2.293, -0.401, 1.364)  -0.47
O (-2.323, -0.277, 2.551)  0.15
C (-3.250, -1.195, 0.563)  -0.14
C (-4.445, -0.606, 0.155)  -0.02
C (-5.346, -1.347, -0.597)  -0.07
C (-5.053, -2.663, -0.931)  -0.08
C (-3.867, -3.250, -0.508)  -0.07
C (-2.959, -2.519, 0.242)  -0.04
C (4.167, -1.194, -0.321)  0.02
H (4.258, -0.636, 2.481)  0.07
H (5.883, -1.244, 2.615)  0.08
H (5.534, 0.185, 1.607)  0.08
H (5.906, -3.398, 1.549)  0.11
H (5.406, -4.821, -0.391)  0.12
H (3.549, -3.649, -3.427)  0.12
H (2.014, -5.139, -2.604)  0.07
H (3.342, -6.306, -2.638)  0.07
H (2.959, -5.442, -1.161)  0.07
H (6.103, -4.100, -3.167)  0.08
H (5.594, -5.713, -2.667)  0.07
H (5.145, -5.093, -4.244)  0.08
H (3.418, 0.457, -2.122)  0.10
H (2.523, 0.000, -3.542)  0.10
H (-0.973, 0.949, -2.905)  0.08
H (0.549, 1.329, -3.621)  0.08
H (0.767, 2.689, -1.176)  0.09
H (0.470, 3.367, -2.749)  0.12
H (-2.042, 2.410, 0.032)  0.08
H (-2.157, 1.506, -1.314)  0.06
H (-0.239, 2.854, 1.701)  0.09
H (-0.069, 1.829, 3.142)  0.11
H (2.452, 1.642, 2.270)  0.13
H (2.538, 2.595, 4.141)  0.09
H (2.609, 2.946, 0.417)  0.11
H (1.252, 3.971, 0.847)  0.09
H (3.986, 4.466, 1.133)  0.09
H (2.736, 5.452, 1.528)  0.09
H (-4.651, 0.413, 0.440)  0.12
H (-6.267, -0.896, -0.927)  0.10
H (-5.748, -3.231, -1.528)  0.10
H (-3.639, -4.271, -0.762)  0.11
H (-2.037, -2.952, 0.595)  0.10
H (3.852, -0.165, -0.289)  0.10
C (2.030, 6.810, -1.765)  -0.14
O (1.756, 5.552, -1.154)  -0.14
H (3.099, 6.984, -1.670)  0.08
H (1.766, 6.807, -2.826)  0.08
H (1.495, 7.622, -1.269)  0.08
H (0.805, 5.400, -1.242)  0.05
C (-6.555, -4.900, 1.929)  -0.15
O (-5.376, -5.596, 1.528)  -0.13
H (-6.566, -3.956, 1.390)  0.07
H (-7.447, -5.477, 1.669)  0.07
H (-6.560, -4.697, 3.002)  0.08
H (-5.347, -6.435, 1.995)  0.08
C (-7.741, -6.369, -1.574)  -0.16
O (-6.521, -7.090, -1.469)  -0.12
H (-8.466, -7.010, -2.069)  0.08
H (-8.124, -6.109, -0.583)  0.06
H (-7.618, -5.458, -2.167)  0.07
H (-5.882, -6.530, -1.016)  0.05
C (4.734, 5.752, 4.852)  -0.17
O (4.901, 5.950, 3.460)  -0.15
H (5.468, 6.373, 5.362)  0.07
H (3.735, 6.046, 5.187)  0.08
H (4.906, 4.709, 5.137)  0.07
H (4.246, 5.397, 3.005)  0.01
C (-4.570, 1.049, 5.406)  -0.17
O (-3.310, 0.406, 5.319)  -0.13
H (-4.688, 1.390, 6.432)  0.07
H (-4.630, 1.919, 4.745)  0.07
H (-5.393, 0.368, 5.171)  0.07
H (-3.193, 0.100, 4.413)  0.03
C (-2.524, 4.946, -4.635)  -0.16
O (-2.249, 5.249, -6.000)  -0.12
H (-1.699, 5.329, -4.044)  0.06
H (-3.447, 5.421, -4.296)  0.08
H (-2.599, 3.866, -4.476)  0.07
H (-2.974, 4.917, -6.535)  0.07

Results
* orbital gap: 7.9 eV
* E_HOMO: -8.394 eV
* LUMO level: -0.5 eV
* charge: 0
* 2S+1: 1